1.
Below is a cluster of 2 separate species, C4H13NOS in total, with properties calculated with the ωB97M-V functional and the def2-TZVPD basis.

Last column: Löwdin charge in e.
Positions of all 20 atoms, in Å:
C1 -0.85 -1.75 2.28  -0.1377
N1 -0.66 -1.11 1.01  -0.1453
C2 0.76 -0.93 0.68  -0.2580
C3 1.03 -0.55 -0.79  -0.2582
C4 0.47 0.80 -1.20  -0.5917
S1 1.36 2.25 -0.62  0.7060
H1 0.04 -2.26 2.66  0.0735
H2 -0.91 -1.02 3.12  0.0865
H3 -1.79 -2.31 2.29  0.0801
H4 -1.11 -0.19 1.01  0.0967
H5 1.29 -0.32 1.41  0.1101
H6 1.16 -1.93 0.89  0.1088
H7 2.11 -0.58 -0.95  0.1039
H8 0.64 -1.40 -1.35  0.1088
H9 0.44 0.90 -2.27  0.0589
H10 -0.58 0.89 -0.90  0.0567
H11 0.80 2.41 0.60  -0.1461
O1 -2.91 -0.78 -0.81  -0.0623
H12 -3.08 -1.21 -1.64  0.0254
H13 -1.94 -0.81 -0.74  -0.0161

Properties
HOMO-LUMO gap: 9.840 eV
Molar mass: 123.22 g mol⁻¹


2.
Below is a cluster of 2 separate species, C4H13NOS in total, with properties calculated with the ωB97M-V functional and the def2-TZVPD basis.

Last column: Löwdin charge in e.
Positions of all 20 atoms, in Å:
C1 -0.62 -1.14 -1.72  -0.1009
C2 -0.64 -0.61 -0.30  -0.2967
N1 0.62 -0.90 0.37  -0.1009
C3 0.58 -0.88 1.82  -0.3225
C4 0.29 0.50 2.37  -0.5513
S1 1.55 1.79 1.96  0.6654
H1 0.35 -0.91 -2.15  0.0735
H2 -0.71 -2.23 -1.79  0.0724
H3 -1.40 -0.70 -2.33  0.0665
H4 -1.50 -1.00 0.27  0.1142
H5 -0.75 0.48 -0.38  0.1026
H6 1.01 -1.77 0.03  0.1059
H7 1.56 -1.20 2.17  0.1122
H8 -0.19 -1.54 2.24  0.1128
H9 -0.65 0.88 1.98  0.0482
H10 0.22 0.49 3.45  0.0602
H11 2.31 0.98 1.23  -0.1570
O1 -0.58 2.80 -3.38  -0.0614
H12 -1.28 2.99 -2.75  0.0315
H13 -0.18 1.96 -3.10  0.0253

Properties
HOMO-LUMO gap: 9.546 eV
Molar mass: 123.22 g mol⁻¹


3.
Below is a cluster of 2 separate species, C4H13NOS in total, with properties calculated with the ωB97M-V functional and the def2-TZVPD basis.

Last column: Löwdin charge in e.
Positions of all 20 atoms, in Å:
C1 1.74 -0.14 -2.19  -0.0504
C2 0.83 0.12 -0.97  -0.4472
N1 1.09 1.42 -0.31  0.0123
C3 -0.66 -0.02 -1.29  -0.2559
C4 -1.54 0.15 -0.06  -0.5634
S1 -1.66 -1.35 0.98  0.6942
H1 2.18 0.78 -2.57  0.0719
H2 1.20 -0.59 -3.02  0.0693
H3 2.50 -0.85 -1.92  0.0702
H4 1.01 -0.61 -0.20  0.1109
H5 2.09 1.51 -0.19  0.0815
H6 0.79 2.19 -0.91  0.0902
H7 -1.03 0.69 -2.04  0.1200
H8 -0.75 -1.02 -1.68  0.0955
H9 -1.14 0.94 0.56  0.0568
H10 -2.55 0.42 -0.36  0.0624
H11 -2.00 -2.15 -0.02  -0.1504
O1 1.73 0.95 2.67  -0.0814
H12 1.39 1.08 1.77  -0.0240
H13 1.53 0.02 2.87  0.0374

Properties
HOMO-LUMO gap: 9.958 eV
Molar mass: 123.22 g mol⁻¹


Order of stability, best first: 3, 2, 1


1.
Below is a cluster of 2 separate species, C3H6N2O3 in total, with properties calculated with the ωB97M-V functional and the def2-TZVPD basis.

Last column: Löwdin charge in e.
Positions of all 14 atoms, in Å:
C1 1.70 0.98 -0.44  -0.0392
C2 0.81 -1.14 0.50  -0.0669
C3 0.57 0.32 0.16  -0.3893
N1 -0.69 0.65 0.18  -0.0145
N2 -2.95 -0.34 -0.05  -0.2290
O1 -3.20 -1.51 0.04  0.1009
O2 -1.34 1.72 -0.14  -0.0407
O3 -3.31 0.73 -0.34  0.1231
H1 2.52 0.27 -0.16  0.0949
H2 1.61 0.84 -1.53  0.1049
H3 1.76 2.04 -0.31  0.0816
H4 1.52 -1.69 -0.10  0.0684
H5 1.20 -1.13 1.58  0.0988
H6 -0.19 -1.75 0.62  0.1070

Properties
HOMO-LUMO gap (alpha / beta): 9.087 / 8.294 eV
Molar mass: 118.09 g mol⁻¹


2.
Below is a structure of composition C3H6N2O3, with properties calculated with the ωB97M-V functional and the def2-TZVPD basis.

Last column: Löwdin charge in e.
Positions of all 14 atoms, in Å:
C1 2.23 -0.43 0.22  -0.1491
C2 -0.09 -0.48 -0.07  -0.7353
C3 -2.53 -0.79 -0.33  -0.1216
H1 2.67 -0.10 -1.11  0.1892
H2 2.87 -1.44 0.53  0.1149
H3 2.24 0.42 0.99  0.0602
H4 1.01 0.84 0.75  0.1869
H5 -1.13 2.76 0.54  0.3102
H6 -3.12 -0.83 -1.48  0.2157
N1 0.95 -1.14 -0.04  0.0152
N2 -0.08 0.75 0.20  -0.0197
O1 -0.81 1.86 -0.44  -0.1248
O2 -1.14 -0.92 -0.60  0.0845
O3 -3.07 -0.50 0.85  -0.0263

Properties
HOMO-LUMO gap: 8.146 eV
Molar mass: 118.09 g mol⁻¹


Order of stability, best first: 1, 2


1.
Below is an isolated molecule of C3H6N2O3, with properties calculated with the ωB97M-V functional and the def2-TZVPD basis.

Last column: Löwdin charge in e.
Positions of all 14 atoms, in Å:
H1 2.22 0.06 1.18  0.0269
N1 2.03 -0.89 1.03  0.1362
C1 1.17 -1.00 0.15  -0.2871
N2 0.65 0.04 -0.61  -0.1953
O1 0.91 1.22 -0.04  -0.0460
C2 -0.80 0.02 -0.86  -0.0921
C3 -1.72 -0.09 0.29  -0.4989
O2 -2.56 -0.95 0.16  0.1148
O3 -1.51 0.73 1.36  0.1183
H2 0.92 -2.02 -0.25  0.1486
H3 1.43 1.70 -0.74  0.1650
H4 -0.99 -0.89 -1.49  0.1479
H5 -1.11 0.91 -1.50  0.1596
H6 -0.64 1.17 1.31  0.1020

Properties
HOMO-LUMO gap: 10.021 eV
Molar mass: 118.09 g mol⁻¹


2.
Below is an isolated molecule of C3H6N2O3, with properties calculated with the ωB97M-V functional and the def2-TZVPD basis.

Last column: Löwdin charge in e.
Positions of all 14 atoms, in Å:
C1 -0.05 1.21 0.89  -0.0254
C2 0.02 -0.04 0.12  -0.4730
C3 -0.78 -0.08 -1.23  -0.0026
N1 -0.52 -1.13 1.04  0.0362
O1 -0.94 -2.16 0.59  0.0813
N2 1.44 -0.52 0.06  -0.3588
O2 2.09 -0.47 1.08  0.1009
O3 1.81 -1.04 -0.97  0.0937
H1 -1.17 1.29 1.22  0.1421
H2 0.60 1.10 1.74  0.0770
H3 0.16 2.04 0.27  0.0779
H4 -0.31 -0.86 -1.81  0.0636
H5 -1.83 -0.21 -1.19  0.0747
H6 -0.51 0.87 -1.81  0.1123

Properties
HOMO-LUMO gap (alpha / beta): 8.774 / 8.776 eV
Molar mass: 118.09 g mol⁻¹


3.
Below is an isolated molecule of C3H6N2O3, with properties calculated with the ωB97M-V functional and the def2-TZVPD basis.

Last column: Löwdin charge in e.
Positions of all 14 atoms, in Å:
C1 -2.12 0.84 -0.21  -0.0053
N1 -1.13 0.74 0.63  -0.0645
O1 -0.97 -0.56 0.94  -0.1347
C2 0.40 -0.60 1.55  -0.1525
O2 1.30 -1.09 0.58  -0.0808
N2 1.55 -0.02 -0.32  0.0040
C3 1.00 -0.17 -1.60  -0.3563
O3 0.24 -1.01 -1.96  0.0590
H1 -2.64 -0.08 -0.49  0.0849
H2 -2.28 1.76 -0.76  0.0659
H3 0.72 0.40 1.86  0.1206
H4 0.25 -1.28 2.38  0.1284
H5 2.57 0.29 -0.33  0.1743
H6 1.12 0.79 -2.28  0.1569

Properties
HOMO-LUMO gap: 10.560 eV
Molar mass: 118.09 g mol⁻¹


Order of stability, best first: 1, 3, 2


1.
Below is an isolated molecule of C3H6N2O3, with properties calculated with the ωB97M-V functional and the def2-TZVPD basis.

Last column: Löwdin charge in e.
Positions of all 14 atoms, in Å:
O1 -1.96 0.02 2.40  0.0078
C1 -0.97 -0.01 1.57  -0.3217
N1 -0.35 1.14 1.04  0.0738
O2 0.96 0.81 0.49  -0.1520
C2 0.86 0.83 -1.01  -0.1132
C3 0.47 -0.67 -1.34  -0.1168
O3 -0.70 -1.26 -0.60  -0.1358
N2 -0.56 -1.27 0.79  0.0313
H1 -0.26 1.91 1.73  0.1550
H2 1.76 1.14 -1.48  0.1038
H3 0.03 1.51 -1.15  0.1098
H4 0.27 -1.06 -2.43  0.1518
H5 1.49 -1.04 -1.10  0.1091
H6 -1.03 -2.06 1.10  0.0970

Properties
HOMO-LUMO gap: 10.143 eV
Molar mass: 118.09 g mol⁻¹


2.
Below is an isolated molecule of C3H6N2O3, with properties calculated with the ωB97M-V functional and the def2-TZVPD basis.

Last column: Löwdin charge in e.
Positions of all 14 atoms, in Å:
C1 3.18 -0.95 0.09  0.0072
N1 1.90 -0.46 -0.13  -0.1261
O1 1.65 0.83 -0.31  -0.1522
C2 0.39 1.21 0.41  -0.1854
O2 -0.74 0.76 -0.24  -0.1013
N2 -1.01 -0.73 0.04  0.0792
C3 -2.40 -0.81 0.07  -0.3653
O3 -3.15 0.10 -0.01  0.0811
H1 3.21 -1.96 0.68  0.0895
H2 3.96 -0.08 -0.03  0.0911
H3 0.50 2.22 0.09  0.1204
H4 0.32 0.95 1.55  0.1703
H5 -0.50 -1.25 -0.76  0.1660
H6 -2.87 -1.79 0.08  0.1255

Properties
HOMO-LUMO gap: 10.297 eV
Molar mass: 118.09 g mol⁻¹


3.
Below is a structure of composition C3H6N2O3, with properties calculated with the ωB97M-V functional and the def2-TZVPD basis.

Last column: Löwdin charge in e.
Positions of all 14 atoms, in Å:
C1 -0.69 -0.44 -0.26  -0.2862
C2 0.29 0.71 0.49  -0.2083
C3 1.73 0.17 0.14  -0.4513
H1 -2.22 0.84 -0.52  0.1288
H2 -3.01 -0.60 -0.10  0.0960
H3 0.60 -1.74 -0.35  -0.0262
H4 0.25 0.59 1.47  0.0916
H5 -0.02 2.08 -1.18  0.2961
H6 1.25 -1.42 1.03  0.1086
N1 -2.10 -0.11 0.09  0.0405
N2 -0.34 -1.70 -0.62  0.1282
O1 -0.18 2.00 0.07  -0.1082
O2 1.96 -1.00 0.57  0.1355
O3 2.47 0.60 -0.82  0.0547

Properties
HOMO-LUMO gap: 10.046 eV
Molar mass: 118.09 g mol⁻¹


4.
Below is a structure of composition C3H6N2O3, with properties calculated with the ωB97M-V functional and the def2-TZVPD basis.

Last column: Löwdin charge in e.
Positions of all 14 atoms, in Å:
N1 -0.45 0.90 0.49  0.0243
C1 -0.73 -0.95 -0.92  -0.4344
C2 0.41 -0.12 0.40  -0.2600
N2 -0.58 1.73 -0.51  0.1012
C3 1.17 -1.07 0.90  0.0784
O1 1.03 1.40 1.65  -0.2135
O2 -1.47 -1.94 -0.39  0.0880
O3 -0.67 -0.69 -2.09  0.0681
H1 1.52 2.00 1.07  0.0068
H2 -1.88 -2.45 -1.11  0.1280
H3 0.12 1.79 -1.25  0.1379
H4 -1.38 2.34 -0.46  0.1332
H5 1.92 -0.83 1.63  0.0695
H6 0.98 -2.10 0.62  0.0726

Properties
HOMO-LUMO gap (alpha / beta): 8.321 / 8.328 eV
Molar mass: 118.09 g mol⁻¹


Order of stability, best first: 3, 1, 2, 4